Here is 19 unconnected molecules or ions with the total composition C76H133N19 from the Open Molecules 2025 dataset. Energies are from the ωB97M-V functional and the def2-TZVPD basis.

Structure (XYZ):
```
228
Properties=species:S:1:pos:R:3:forces:R:3
N 19.3717 16.3187 13.8882 0.1 1.1 -0.8
N 15.8752 22.4292 12.9422 -0.8 -1.9 0.3
N 17.3815 17.1116 8.4546 0.7 0.9 0.1
N 24.8337 20.1290 22.7202 -1.6 -4.4 -1.1
N 19.1509 14.0532 20.4837 0.6 1.1 0.1
N 20.3455 10.0147 15.2270 -3.0 -0.4 0.1
N 11.6537 14.0668 11.0578 1.2 -2.0 -2.7
N 13.4231 14.2105 17.8112 0.2 -1.3 0.8
N 13.8800 17.7112 16.5319 -2.1 -0.2 1.0
N 22.0073 10.5187 18.9083 0.2 1.5 -1.5
N 24.5037 12.5661 10.5890 -0.2 0.0 0.1
N 19.7075 19.4232 18.8694 -1.2 -0.9 -1.9
N 21.3546 16.8307 16.8285 3.1 1.2 -2.3
N 14.2769 11.1912 15.5573 0.1 -0.1 0.6
N 22.1229 13.7634 13.3576 0.1 0.2 -0.4
N 14.2572 19.4692 21.7986 -1.1 0.6 0.6
N 27.0433 10.5105 14.0741 0.9 3.6 -0.8
N 12.8271 17.7881 10.8927 2.0 -1.7 -0.1
N 17.7424 11.6732 12.7511 1.0 -0.3 -0.5
C 22.2497 17.1776 16.1361 -2.3 -1.1 1.6
C 11.2972 14.6871 11.9228 -0.9 2.2 4.0
C 18.9708 19.2347 8.8356 -0.8 -0.9 0.3
C 17.7300 9.6016 15.2036 -0.2 -0.3 0.9
C 12.6706 20.9236 14.9152 0.4 -0.6 -0.8
C 13.7524 17.0727 10.8142 -1.7 1.5 0.5
C 20.5570 16.2733 20.6033 0.2 -0.1 0.2
C 24.1844 9.4036 12.1104 0.6 0.2 0.1
C 13.6321 13.1895 18.3237 0.1 1.4 -1.2
C 15.3372 11.4602 19.0677 0.2 -0.4 0.5
C 11.5996 18.3707 19.8080 -0.8 0.7 -0.5
C 17.3322 8.3877 16.1018 0.6 0.3 0.5
C 23.0938 13.6039 17.4629 0.9 0.0 0.0
C 12.8562 17.4566 17.0349 1.4 -0.7 -0.3
C 19.1862 14.2557 15.5216 0.8 1.0 0.0
C 15.3260 16.1480 13.3090 -0.9 -0.5 -0.6
C 14.2830 11.2618 14.4148 -0.1 0.1 -0.6
C 10.8992 18.1910 18.4109 1.4 -1.0 1.3
C 21.1039 14.7023 10.0743 -1.4 -0.8 -0.1
C 18.6429 18.6196 16.6110 0.1 -1.3 -0.1
C 22.3635 19.7312 14.5545 -0.1 0.8 0.1
C 22.1220 15.0999 11.0957 0.4 0.6 0.9
C 27.7204 13.0359 13.5729 1.0 -0.9 -0.7
C 22.9851 18.4413 14.0952 -0.5 0.6 -1.1
C 18.7087 14.6335 16.9467 -1.2 -0.5 -0.7
C 19.0737 9.5882 9.7644 0.8 0.5 -0.1
C 22.8741 14.1245 18.8628 0.5 -0.2 0.7
C 17.2160 15.0921 16.9355 1.1 0.2 -0.5
C 19.7350 19.2247 10.1663 1.1 0.3 0.2
C 14.9977 16.2705 10.7235 -0.7 0.3 0.4
C 16.7093 20.2531 16.6814 -0.5 -0.5 0.6
C 15.8761 8.3316 16.5195 -0.6 -0.4 -0.6
C 16.2178 12.2733 19.9820 0.1 0.4 0.0
C 18.7684 11.3768 12.3015 -1.4 0.8 0.6
C 20.2856 16.5931 23.1632 -0.1 0.0 0.0
C 10.7897 15.5435 13.0561 -0.2 -1.3 -1.3
C 16.3465 16.7129 20.9478 -1.4 0.2 -0.6
C 23.6262 8.8556 10.8375 -0.7 0.5 -1.4
C 26.5686 13.9190 13.2762 -1.9 1.1 0.4
C 19.9507 10.7859 10.2427 -0.8 -0.2 -1.8
C 24.3383 17.1216 20.7889 0.2 -0.2 -0.9
C 22.2273 12.4073 17.0895 -1.0 0.4 -0.1
C 15.1750 18.9101 21.4241 0.5 -0.7 -0.8
C 19.1833 9.8388 15.2602 2.7 0.4 -0.5
C 22.1138 11.3468 18.0950 0.2 -1.3 1.5
C 19.1878 19.0558 17.8874 1.4 1.2 1.9
C 24.4571 19.0304 22.4542 1.7 4.1 0.7
C 23.8100 10.8580 12.4662 -0.6 -0.2 -0.5
C 19.2545 15.4264 14.5873 -0.3 -1.9 1.3
C 13.2352 9.1593 12.3846 1.0 1.0 0.6
C 13.0676 20.1937 13.5780 -0.4 1.3 1.0
C 18.0741 18.0271 8.6021 0.2 0.3 0.4
C 11.2993 14.1334 15.2257 -0.3 0.5 -1.1
C 11.5569 17.0128 17.6260 -0.8 1.2 -0.2
C 15.2804 15.4125 11.9772 0.5 -0.4 -0.7
C 25.6394 14.0049 14.5181 -0.2 0.0 -1.1
C 23.3878 17.5752 15.2445 -0.2 -0.8 1.0
C 17.1481 18.8005 16.4512 -0.3 1.0 -0.7
C 20.0389 11.0180 11.7052 0.6 -0.6 1.0
C 18.9191 19.3921 11.4433 -0.8 -0.2 -0.7
C 13.8958 11.8937 18.9363 -0.9 -0.1 0.1
C 19.7610 15.0354 20.5611 -0.7 -0.6 0.0
C 27.3407 11.6321 13.8533 -0.9 -3.0 1.0
C 15.3197 21.4147 13.0945 0.3 2.2 -0.2
C 15.0849 16.2237 20.1897 0.1 -0.2 0.1
C 16.3606 18.2395 20.9081 0.7 0.4 0.4
C 23.7346 17.9121 19.6400 0.3 0.2 -0.2
C 14.4458 10.1293 12.1910 -0.7 -0.9 -0.3
C 24.0299 17.6542 22.1395 0.0 0.6 1.5
C 10.2641 14.8059 14.2981 0.0 0.1 0.9
C 19.6266 14.8578 10.5717 0.9 0.5 -0.3
C 22.1457 14.3467 12.3625 -0.4 -0.4 0.0
C 14.2742 11.4311 12.9561 0.1 0.3 0.3
C 14.5717 20.1648 13.2529 0.1 -0.3 0.4
C 24.1734 11.8338 11.4124 0.3 -0.5 0.3
C 20.2723 17.2283 21.7804 -0.5 0.0 -0.2
H 19.3303 14.1483 11.3443 0.1 -0.2 -0.2
H 23.9395 7.8452 10.5749 0.1 0.0 0.4
H 17.8757 8.4709 17.0429 0.4 0.1 -0.1
H 11.2629 19.3163 20.2329 0.6 0.4 -0.1
H 15.2959 10.4971 19.5765 -0.1 -0.4 -0.5
H 21.2501 15.3277 9.1936 0.0 0.1 0.0
H 21.8605 16.1181 11.3837 0.4 0.3 0.1
H 20.9735 18.0604 21.7168 0.2 -0.1 0.0
H 18.9203 14.8903 9.7422 0.0 -0.5 0.0
H 26.1389 14.2733 15.4491 0.3 0.0 -0.1
H 11.5862 20.8870 15.0202 0.0 -0.1 0.0
H 20.2224 13.9282 15.6063 0.2 0.0 -0.2
H 14.7626 19.6037 12.3382 -0.2 -0.2 0.0
H 28.3219 13.4563 14.3789 0.1 -0.3 0.1
H 15.7970 12.2467 20.9872 0.0 0.2 0.1
H 17.2070 16.3510 20.3850 0.2 -0.1 0.3
H 14.1296 16.5964 20.5594 0.2 0.2 0.5
H 12.9532 21.9747 14.9728 0.3 -0.1 -0.1
H 18.4020 20.3504 11.4918 0.4 0.4 0.0
H 18.0256 9.5773 10.0636 0.1 0.3 0.3
H 25.2674 9.4415 11.9929 0.1 -0.5 0.4
H 22.7946 18.3799 19.9327 -0.2 -0.2 -0.2
H 19.3900 15.3746 17.3647 -0.2 0.1 0.0
H 23.8951 16.6749 14.8976 -0.2 -0.2 0.1
H 22.7327 10.9633 12.5948 -0.1 0.0 0.2
H 20.4603 16.7713 19.6386 -0.2 0.2 0.0
H 23.9155 9.4795 9.9918 0.2 0.1 -0.1
H 19.5245 19.2353 12.3360 -0.2 -0.1 -0.1
H 23.6298 14.8535 19.1552 0.1 0.2 -0.4
H 22.9781 14.4566 16.7939 -0.4 -0.3 -0.5
H 17.2274 20.6240 17.5657 0.0 0.3 0.0
H 19.2438 18.9927 15.7817 -0.1 0.4 0.1
H 23.1017 20.3490 15.0659 -0.1 0.0 0.4
H 16.3816 16.3896 21.9882 0.0 -0.3 -0.1
H 9.8740 17.9883 18.7207 -0.2 -0.2 -0.8
H 24.5575 16.9930 22.8270 -0.2 0.1 0.5
H 12.7501 19.1678 13.7646 0.1 -0.1 -0.6
H 15.5291 15.4013 14.0767 0.1 0.3 0.3
H 14.3213 16.5409 13.4647 0.0 0.3 0.4
H 23.9523 16.1024 20.8085 0.0 -0.1 -0.2
H 15.0327 19.6351 14.0866 0.3 -0.2 0.0
H 23.6044 17.2877 18.7560 -0.3 0.0 0.0
H 20.7926 11.7789 11.9080 -0.2 0.2 0.3
H 9.8037 15.5947 14.8931 -0.2 0.2 0.0
H 13.3545 11.9302 19.8817 0.3 -0.1 0.4
H 21.2442 16.1125 23.3581 0.0 0.0 0.2
H 12.3009 9.6420 12.0978 0.0 -0.2 -0.5
H 13.4394 8.2048 11.8995 -0.4 0.1 -0.1
H 13.0972 20.3408 15.7315 0.1 0.3 0.2
H 15.7652 17.0266 10.5579 0.3 -0.3 -0.2
H 13.1433 9.0034 13.4595 0.0 -0.3 0.1
H 20.3511 10.1148 12.2296 0.2 -0.1 0.1
H 14.5874 10.3250 11.1281 -0.1 0.3 0.0
H 22.2751 17.9739 13.4130 0.0 -0.5 0.2
H 24.1142 18.1021 15.8633 0.0 0.1 0.2
H 21.5116 19.5431 15.2079 0.1 0.1 0.2
H 15.6450 20.2508 16.9167 -0.1 0.1 0.0
H 15.7535 11.3201 18.0701 0.1 0.1 0.0
H 16.0397 16.9717 13.3264 0.1 -0.1 0.0
H 18.8320 17.5464 16.5848 0.2 -0.2 0.0
H 16.3243 13.3070 19.6528 0.1 0.1 0.1
H 17.7014 7.4764 15.6314 -0.2 -0.1 0.0
H 17.1320 18.6609 21.5526 0.5 -0.2 -0.1
H 17.1307 15.9563 16.2766 0.0 0.4 0.1
H 16.5925 18.0994 17.0740 0.1 0.2 0.3
H 25.4220 17.0325 20.7127 0.1 0.0 -0.3
H 18.8198 13.7181 17.5279 0.0 0.0 0.2
H 18.6698 13.4084 15.0704 -0.4 0.2 -0.1
H 19.0943 9.5774 8.6746 -0.1 0.0 0.0
H 20.4686 20.0299 10.1268 -0.2 0.5 -0.2
H 10.8517 13.7246 16.1317 -0.1 0.1 -0.1
H 24.8488 14.7329 14.3363 -0.1 -0.1 0.1
H 21.9131 14.6134 19.0228 -0.1 -0.3 -0.2
H 10.8891 16.8381 16.7824 0.1 -0.3 -0.2
H 12.0143 14.9053 15.5104 0.4 -0.4 0.1
H 16.2166 14.8713 11.8404 0.4 0.3 -0.3
H 20.9418 10.6811 9.8014 0.2 -0.3 0.3
H 24.3737 18.7398 19.3326 0.1 0.0 0.1
H 23.8673 18.6559 13.4921 0.2 -0.1 0.0
H 18.3316 20.1172 8.8625 -0.1 0.0 -0.3
H 15.2496 8.1288 15.6510 -0.3 0.5 -0.1
H 19.3117 17.7234 21.6386 -0.2 -0.2 -0.2
H 17.2090 11.8258 20.0541 0.0 0.1 -0.1
H 25.1758 13.0245 14.6273 -0.2 0.1 0.3
H 22.5378 8.8891 10.7884 -0.2 -0.2 0.3
H 11.5840 16.0971 18.2167 0.6 0.1 -0.2
H 14.5950 14.5651 11.9645 -0.6 0.3 0.4
H 15.6094 7.5124 17.1872 0.6 -0.2 0.1
H 14.9647 15.1406 20.1673 0.3 0.0 0.0
H 11.7678 13.3150 14.6791 0.4 0.0 0.2
H 20.4444 18.4007 10.2428 -0.5 -0.7 -0.1
H 21.9959 20.3656 13.7480 0.0 -0.2 -0.2
H 24.1260 13.2837 17.3212 0.2 0.1 0.3
H 16.8438 15.3745 17.9202 0.0 -0.2 0.0
H 10.9602 19.0269 17.7141 -0.2 0.4 0.6
H 15.0769 12.1386 12.7481 0.1 0.0 -0.2
H 16.8792 18.5165 15.4338 0.1 -0.2 -0.1
H 22.4859 11.9535 16.1327 0.1 0.1 0.0
H 19.4948 15.8570 23.3076 0.1 -0.2 -0.3
H 15.5642 9.2297 17.0526 0.0 0.2 -0.4
H 17.4248 9.5242 14.1601 0.1 -0.3 0.0
H 13.3718 11.1246 18.3688 -0.1 0.2 -0.3
H 24.2917 11.1401 13.4024 0.0 0.1 -0.1
H 22.9634 17.6183 22.3614 0.0 -0.2 0.0
H 21.2117 12.7899 16.9879 -0.2 -0.2 -0.2
H 16.8472 20.9405 15.8468 0.3 -0.2 -0.1
H 12.6860 18.2817 19.8129 -0.1 0.3 -0.1
H 23.0229 13.3156 19.5781 -0.4 -0.1 0.2
H 16.5605 14.3770 16.4384 0.0 -0.4 0.4
H 19.5312 8.6536 10.0889 0.0 -0.1 0.1
H 19.6244 11.7275 9.8011 -0.4 0.0 -0.2
H 15.1195 16.5802 19.1602 0.1 -0.1 -0.2
H 14.8614 15.6602 9.8307 0.4 0.0 0.0
H 9.9452 15.9820 12.5243 -0.1 0.7 0.5
H 11.5384 16.2980 13.2976 -0.1 0.0 -0.1
H 12.4911 20.6399 12.7676 0.1 -0.3 -0.2
H 23.1273 15.0506 10.6773 0.1 0.1 0.0
H 23.8843 8.7213 12.9057 0.3 0.4 0.4
H 15.3589 9.6196 12.4985 0.1 0.1 0.2
H 28.3399 12.9485 12.6803 0.4 0.2 0.0
H 13.3360 11.9282 12.7098 -0.1 0.0 -0.2
H 26.0129 13.6043 12.3929 -0.2 -0.6 0.2
H 20.0682 17.3445 23.9223 0.4 0.1 0.0
H 16.5867 18.5889 19.9006 -0.2 0.1 -0.1
H 21.3430 13.6884 9.7535 -0.3 -0.2 -0.1
H 17.2255 10.4958 15.5697 0.0 0.1 0.1
H 21.5948 15.9400 20.6120 0.2 0.0 0.3
H 26.8301 14.9200 12.9330 0.8 0.1 0.5
H 18.0649 18.7165 11.3981 0.2 -0.6 0.4
H 19.5128 15.8382 11.0343 0.1 0.2 0.2
H 11.2005 17.6935 20.5632 0.0 -0.6 -0.4
H 9.4466 14.1176 14.0833 0.1 0.0 -0.4
H 19.6348 19.3057 7.9741 0.0 0.0 0.1
```
Positions in Å, forces in eV/Å.

The value obtained for the relative energy (zero: lowest compared OMol25 entry of this formula, charge and spin) is 132.6 kJ/mol. The calculation puts the gap between HOMO and LUMO at 11.14 eV. The HOMO energy is -11.078 eV.